(1)
Formula: C17H56N12O11
Source: the OMol25 dataset
Level of theory: ωB97M-V/def2-TZVPD

The geometry in XYZ format:
```
96
Properties=species:S:1:pos:R:3:forces:R:3
N 1.270781 0.822271 -0.721240 2.5414 1.7590 -3.9363
C 0.698781 0.102271 0.175760 -0.6395 0.8812 7.2201
N -0.056219 -0.954729 -0.090240 -1.6482 -0.1509 0.0611
O 0.912781 0.516271 1.418760 -1.0533 -1.3218 -2.8923
H 1.740781 1.760271 -0.475240 -0.5668 -1.7395 -0.0797
H 1.813781 0.315271 -1.457240 -0.9371 0.4739 0.2449
H -0.629219 -1.346729 0.713760 0.6878 0.2158 -0.4978
H -0.375219 -1.175729 -1.071240 0.2908 0.3678 1.1800
N 1.680781 2.418271 -3.475240 -1.7943 -0.4771 -0.4215
C 2.877781 2.952271 -3.709240 1.6048 -7.8061 -7.4352
N 3.362781 3.872271 -3.006240 2.3997 6.2162 2.7603
O 3.611781 2.324271 -4.580240 -1.7078 1.6876 2.5063
H 1.419781 1.701271 -4.195240 -0.1911 1.5121 0.8437
H 0.980781 2.912271 -2.924240 -0.2182 -0.5533 -0.2214
H 4.357781 4.019271 -3.226240 -0.7857 0.2603 0.0355
H 2.785781 4.720271 -3.000240 0.5247 -0.0583 0.6212
N 2.018781 -2.495729 -0.203240 -0.4188 5.1591 -2.8222
C 2.130781 -3.637729 0.336760 -9.1516 -4.0073 3.2712
N 3.274781 -3.978729 0.774760 6.3518 -2.4269 1.6212
O 0.953781 -4.300729 0.681760 5.4245 2.3834 -1.4476
H 1.119781 -1.929729 -0.092240 0.8103 -1.7793 -0.4823
H 2.785781 -1.835729 -0.123240 0.2201 -0.5529 0.0646
H 3.390781 -4.578729 1.574760 -0.6275 -0.4579 -0.3505
H 4.201781 -3.760729 0.362760 -1.4723 0.3034 0.1955
N 2.879781 2.930271 -0.480240 4.4478 -3.2810 -3.7452
C 2.599781 3.712271 0.533760 -3.0025 8.8677 -0.2739
N 2.463781 3.027271 1.605760 -0.1855 0.2978 4.3663
O 2.253781 5.038271 0.407760 1.9399 -6.1607 0.2739
H 3.097781 3.337271 -1.449240 -0.2146 -0.3096 2.0832
H 3.649781 2.161271 -0.182240 -2.2579 2.3385 -1.1497
H 2.229781 3.503271 2.490760 0.1716 -0.6743 -0.9302
H 2.476781 2.030271 1.545760 -0.3136 -0.5803 0.6712
N 0.949781 -1.238729 3.420760 -0.6213 -2.5099 -3.0845
C 1.405781 -0.683729 4.491760 5.1548 6.2541 2.2229
N 1.110781 -1.262729 5.639760 -0.4952 -0.6498 2.8340
O 2.189781 0.410271 4.463760 -3.3410 -4.4114 -0.0182
H 1.024781 -0.526729 2.668760 0.5268 -0.7281 -0.9117
H 1.044781 -2.294729 3.285760 -0.2631 2.2132 0.1257
H 1.610781 -0.852729 6.443760 -0.8618 -0.3922 -0.6428
H 0.162781 -1.651729 5.773760 1.1725 0.2629 -0.0522
N -1.616219 0.127271 -3.507240 -3.9020 5.1815 -2.0395
C -1.347219 -1.123729 -3.346240 -7.1968 -5.4759 -4.4053
N -0.260219 -1.409729 -2.712240 3.9320 -1.5856 1.5407
O -2.224219 -2.080729 -3.848240 4.6574 4.3103 2.4877
H -2.537219 0.462271 -3.996240 2.3450 -2.0584 1.0445
H -1.334219 0.951271 -2.969240 1.0162 -0.9521 0.2255
H 0.081781 -2.349729 -2.763240 -0.3841 -0.6364 -0.0822
H 0.546781 -0.798729 -2.639240 -0.3677 0.3687 -0.6354
C -4.187219 -4.588729 -0.572240 0.1702 2.5100 1.0073
C -2.707219 -4.521729 -0.217240 -2.3467 1.9434 -8.3277
C -2.175219 -3.225729 -0.763240 1.0541 0.3798 0.5877
O -2.286219 -4.786729 0.923760 1.0263 -1.5511 9.1777
H -4.268219 -4.601729 -1.682240 -0.2237 0.0239 0.9741
H -4.677219 -3.664729 -0.102240 0.1671 -1.2218 -0.8931
H -4.543219 -5.443729 -0.092240 -1.2085 -1.5308 0.4200
H -2.325219 -5.283729 -0.836240 0.6681 -1.0747 -1.8829
H -2.241219 -2.393729 -0.034240 -0.3661 -0.4927 -0.4313
H -2.643219 -3.025729 -1.690240 -0.3775 0.6813 -0.9534
H -1.122219 -3.411729 -0.945240 0.4555 0.2900 -0.0271
H -1.405219 -5.122729 0.865760 1.0048 -0.0845 0.3578
C -2.490219 0.268271 1.549760 0.7731 -0.4841 -0.3382
C -2.221219 -0.938729 2.488760 -7.5232 3.6584 1.1175
C -3.464219 -1.815729 2.589760 -1.3598 1.6460 0.1765
O -1.250219 -1.668729 2.227760 9.1406 -4.5729 -2.9939
H -2.413219 -0.118729 0.535760 -0.9280 -0.2927 -0.3182
H -1.668219 0.985271 1.471760 -0.0798 0.2375 0.8854
H -3.456219 0.733271 1.749760 0.2280 0.0874 -0.1619
H -1.978219 -0.673729 3.452760 -0.7594 2.2599 2.9119
H -4.309219 -1.110729 2.524760 -0.1477 -0.3637 0.6953
H -3.506219 -2.404729 3.520760 0.0557 0.0680 -0.6493
H -3.618219 -2.374729 1.690760 0.3570 -0.9163 -0.3295
H -0.441219 -1.250729 2.702760 -1.4434 -1.3858 -0.8695
C -1.225219 3.634271 -0.231240 -0.5339 0.4963 0.0708
C -1.651219 2.676271 -1.271240 -8.7405 0.5781 2.7153
C -2.819219 3.011271 -2.289240 1.6559 -1.1688 -1.0481
O -0.706219 2.157271 -1.911240 6.0048 -0.9352 -6.8695
H -1.506219 3.417271 0.778760 -1.3827 0.2448 0.4016
H -1.384219 4.617271 -0.592240 -0.2842 1.3024 0.3673
H -0.202219 3.533271 -0.072240 2.3265 -0.0342 -0.2947
H -2.093219 1.801271 -0.820240 -1.0880 -0.1994 1.4293
H -3.791219 3.080271 -1.909240 -1.2917 -0.0114 1.1860
H -2.886219 2.227271 -3.112240 0.2061 0.6523 1.3614
H -2.691219 3.880271 -2.872240 0.5974 1.5192 -0.4608
H -0.116219 1.760271 -1.320240 2.0390 -1.3751 1.1874
C -0.319219 2.534271 3.550760 -0.8564 -2.9053 0.6195
O -1.168219 3.392271 4.186760 -2.2799 2.6226 -0.1368
H 0.662781 2.647271 3.942760 0.9529 0.1024 -0.0050
H -0.408219 2.591271 2.480760 0.5109 -0.0421 -0.4871
H -0.702219 1.530271 3.903760 1.0037 0.1751 -0.9006
H -1.902219 3.569271 3.555760 0.6596 -0.0008 1.0452
C 3.893781 -0.482729 -2.579240 0.8790 0.4263 0.5259
O 2.572781 -0.182729 -2.924240 -1.8111 0.3444 -1.5438
H 3.795781 -1.122729 -1.707240 0.5144 -0.0546 0.2097
H 4.206781 0.522271 -2.310240 1.6098 -0.3533 0.3391
H 4.609781 -1.006729 -3.288240 -1.3555 0.9021 0.1987
H 2.439781 0.793271 -3.114240 0.7263 -1.6781 0.0101
```
Forces are in eV/Å.

Gap between HOMO and LUMO in eV: 8.629
Structure (SMILES): NC(N)=O.NC(N)=O.NC(N)=O.NC(N)=O.NC(N)=O.NC(N)=O.CC(C)O.CC(C)O.CC(C)O.CO.CO

***

(2)
Formula: C3H8N2O
Source: the OMol25 dataset
Level of theory: ωB97M-V/def2-TZVPD

The geometry in XYZ format:
```
14
Properties=species:S:1:pos:R:3:forces:R:3
C 1.773195 -1.121685 -0.677455 0.2050 0.5134 -0.5131
O 0.771414 -1.210550 0.296915 -1.9470 1.8738 0.6879
H -0.190197 1.059630 -0.744626 -1.9381 2.1150 1.3439
H 2.466988 -0.289977 -0.490284 -0.0933 -0.0983 -0.0297
H 2.340741 -2.053875 -0.624523 -0.1412 0.0386 0.1191
H 1.361189 -1.027101 -1.691584 0.0345 0.0186 0.1526
C -1.423700 -0.337027 0.833589 0.1513 0.3299 -0.2434
N -0.128558 0.147730 0.351519 3.0608 -4.5341 -0.7118
C -0.854218 2.243775 -0.613451 1.3378 -1.0823 -1.7184
N -1.319566 3.285117 -0.484263 -0.3878 0.4792 0.3364
H 0.422765 0.642624 1.042345 -0.2394 0.2219 0.3572
H -1.899415 0.479883 1.371436 -0.1064 -0.1006 0.0932
H -2.032952 -0.600428 -0.029765 0.0236 0.0162 0.0249
H -1.287685 -1.218116 1.460146 0.0403 0.2087 0.1011
```
Forces are in eV/Å.

Gap between HOMO and LUMO in eV: 10.874

***

Energy above the lowest of the compared OMol25 structures with the same formula, charge and spin
In order: 12.972; 5.344
Unit: eV